(1)
Entry from the OMol25 dataset: C5H6O in the gas phase (the ωB97M-V functional and the def2-TZVPD basis).

Element x y z (Å)
C -1.955 0.554 0.032
C -1.273 -0.548 0.345
O -0.354 -1.143 -0.526
C 0.968 -0.782 0.019
C 1.256 0.643 -0.075
C 2.212 -0.093 -0.568
H -2.536 1.087 0.786
H -1.939 0.933 -0.989
H -1.299 -0.977 1.360
H 1.064 -1.404 0.910
H 0.736 1.586 -0.150
H 3.120 0.144 -1.143

Forces on the atoms, in the same order (eV/Å):
0.11 -0.49 -0.06
0.47 0.38 -0.07
0.24 0.11 -0.41
-0.54 0.35 0.92
0.23 -0.19 -0.14
-0.60 0.74 -0.54
-0.06 -0.41 -0.30
0.12 0.06 0.29
0.06 0.13 -0.44
0.32 0.35 0.10
0.27 0.04 0.66
-0.62 -1.07 -0.01

max |F|: 0.0240 Eh/bohr
HOMO energy: -0.3458 Eh
calculated total energy: -7324.9617 eV

(2)
Entry from the OMol25 dataset: a molecular structure, C14H20GaN4O5 (the ωB97M-V functional and the def2-TZVPD basis).

Element x y z (Å)
Ga -0.118 0.566 0.469
O 1.004 4.042 1.162
C 1.098 2.931 0.747
O 0.112 2.316 0.043
C 2.354 2.068 0.899
C 2.547 1.195 -0.347
C 3.939 0.595 -0.412
C 3.896 -0.477 0.707
C 2.489 -0.323 1.251
O 1.718 0.004 0.013
C 2.326 0.978 2.052
C 1.057 0.895 2.903
O 0.998 1.246 4.039
O 0.016 0.308 2.261
H 3.186 2.750 1.054
H 2.174 1.627 -1.269
H 4.122 0.147 -1.386
H 4.693 1.360 -0.241
H 4.047 -1.477 0.306
H 4.631 -0.308 1.490
H 2.063 -1.205 1.718
H 3.151 1.138 2.739
C -2.368 0.090 -1.372
N -3.785 -0.093 -1.480
C -4.481 1.020 -0.821
N -4.145 1.077 0.606
C -2.741 1.300 0.756
N -1.944 0.141 0.091
C -2.407 -1.156 0.758
N -3.823 -1.319 0.610
C -4.169 -1.345 -0.816
C -4.518 -0.191 1.243
H -2.059 1.026 -1.839
H -1.846 -0.747 -1.839
H -5.555 0.877 -0.929
H -4.201 1.959 -1.297
H -2.454 1.321 1.808
H -2.431 2.223 0.272
H -2.121 -1.104 1.807
H -1.883 -1.981 0.270
H -5.244 -1.479 -0.915
H -3.667 -2.184 -1.299
H -4.263 -0.153 2.302
H -5.592 -0.337 1.144

Forces on the atoms, in the same order (eV/Å):
0.40 0.49 0.39
0.04 0.01 -0.02
-0.14 -0.15 -0.09
-0.09 0.21 0.08
0.01 -0.08 0.07
0.22 0.13 0.06
-0.01 -0.08 0.03
-0.01 0.02 -0.09
0.21 0.07 0.12
-0.04 -0.29 -0.22
0.01 0.06 -0.06
-0.16 -0.07 -0.15
0.03 0.00 -0.01
-0.05 0.06 0.24
0.03 -0.01 0.00
-0.08 -0.05 -0.03
0.00 0.00 0.00
0.00 0.01 -0.01
0.01 0.00 0.00
0.00 -0.01 0.01
-0.09 -0.02 -0.05
0.04 -0.01 -0.01
-0.07 -0.03 0.03
0.00 -0.01 0.09
0.03 -0.01 0.01
0.11 -0.05 -0.04
-0.17 -0.11 -0.04
-0.26 -0.22 -0.19
-0.10 0.01 -0.08
0.02 0.08 -0.05
0.00 0.02 0.01
0.03 0.01 -0.01
0.00 0.03 0.01
0.03 -0.01 0.00
-0.01 0.00 0.00
0.00 0.00 0.00
0.02 -0.03 0.03
0.03 0.02 -0.04
0.00 0.03 0.03
0.03 0.00 -0.01
-0.01 -0.01 -0.01
0.02 0.00 0.00
0.00 0.00 0.01
-0.01 0.00 0.00

max |F|: 0.0145 Eh/bohr
HOMO energy: -0.4702 Eh
net charge: +1
calculated total energy: -83412.0434 eV

(3)
Entry from the OMol25 dataset: a molecular structure, C5H8N2S (the ωB97M-V functional and the def2-TZVPD basis).

Element x y z (Å)
C -0.987 -0.494 -0.068
C -0.276 0.245 -1.162
C 0.460 -1.142 0.032
C 1.406 -0.012 0.457
C 0.809 1.040 -0.364
H -3.072 0.283 1.212
H -1.563 -1.390 -0.358
H -0.826 0.871 -1.877
H -0.099 -1.506 -1.947
H 0.556 -2.158 0.319
H 2.001 0.153 1.466
H 2.103 0.099 -1.403
H 0.546 2.011 -0.022
N 0.550 -0.878 -1.396
N 2.192 0.582 -0.513
S -1.707 0.368 1.413

Forces on the atoms, in the same order (eV/Å):
-0.30 -1.29 2.00
0.03 3.42 1.05
-0.27 0.45 0.26
0.82 -0.44 4.36
-0.42 1.41 0.76
1.09 -0.18 -0.25
-0.48 0.89 -0.21
0.40 -0.69 -0.37
1.36 0.06 0.86
0.34 -0.81 0.54
-2.36 -0.76 -1.59
0.88 -0.53 0.02
0.26 0.71 0.23
-1.57 -3.82 -4.43
0.58 1.81 -2.79
-0.35 -0.24 -0.42

max |F|: 0.1178 Eh/bohr
HOMO energy: -0.3424 Eh
calculated total energy: -19126.1144 eV

E_LUMO for the records above, in order: 1.189, -3.606, 0.676 eV